# 1
{
  "formula": "C4H6O",
  "method": "ωB97M-V with the def2-TZVPD basis set",
  "species": ["O", "C", "C", "C", "C", "H", "H", "H", "H", "H", "H"],
  "coordinates": [[-1.984, -0.376, 1.121], [-1.250, 0.174, 0.101], [2.318, 0.229, -0.785], [0.006, -0.333, 0.061], [0.977, 0.432, -0.658], [-1.359, -0.983, 1.544], [0.571, -1.291, 0.422], [3.109, 0.978, -1.028], [2.652, -0.697, -0.359], [0.444, 1.349, -1.149], [-1.846, 0.641, -0.712]],
  "forces_ev_per_angstrom": [[-1.05, 0.19, -0.47], [0.23, -3.16, 1.21], [-1.13, 0.72, 0.73], [2.14, -0.37, -1.64], [0.55, 2.75, -2.56], [-0.40, 0.13, 0.31], [-2.16, 1.60, 0.51], [-1.16, -0.75, -0.36], [0.55, -0.34, 0.29], [1.54, -1.24, 0.88], [0.91, 0.47, 1.08]],
  "lowdin_charge": [-0.02, -0.16, -0.02, -0.16, -0.26, 0.09, 0.16, 0.06, 0.03, 0.13, 0.15],
  "charge": 0,
  "smiles": "C=C/C=C/O",
  "largest_force_ha_per_bohr": 0.07373,
  "homo_energy_ev": -8.0,
  "energy_ev": -6289.89232
}

***

# 2
{
  "formula": "C3H5NO2",
  "method": "ωB97M-V with the def2-TZVPD basis set",
  "species": ["O", "O", "N", "C", "C", "C", "H", "H", "H", "H", "H"],
  "coordinates": [[-0.611, 1.739, 0.064], [-0.688, -0.358, -1.411], [0.554, 0.500, 1.758], [-0.529, -0.582, -0.012], [-0.177, 0.658, 0.739], [0.537, -0.984, -0.895], [0.880, 1.351, 2.203], [-1.236, -1.287, 0.411], [0.736, -2.041, -1.054], [1.397, -0.325, -0.987], [-0.862, 1.329, -0.816]],
  "forces_ev_per_angstrom": [[0.20, -0.10, -0.23], [0.38, -0.80, -0.12], [-0.43, 0.54, -0.11], [-0.03, -0.16, 0.30], [0.11, -0.43, 0.15], [0.08, -0.12, -0.42], [-0.21, 0.24, -0.05], [0.21, -0.04, 0.13], [-0.37, 0.17, -0.51], [-0.07, -0.17, 0.13], [0.13, 0.88, 0.73]],
  "lowdin_charge": [0.08, -0.05, 0.17, -0.25, -0.48, -0.05, 0.06, 0.16, 0.12, 0.13, 0.12],
  "charge": 0,
  "smiles": "[H]/N=C(\\O)[C@@H]1CO1",
  "largest_force_ha_per_bohr": 0.02237,
  "homo_energy_ev": -10.3,
  "energy_ev": -8775.34726
}

***

# 3
{
  "formula": "C5H13NO2",
  "method": "ωB97M-V with the def2-TZVPD basis set",
  "species": ["O", "O", "N", "C", "C", "C", "C", "C", "H", "H", "H", "H", "H", "H", "H", "H", "H", "H", "H", "H", "H"],
  "coordinates": [[3.199, -0.909, -2.249], [1.080, -1.295, 0.461], [1.382, 0.443, 1.750], [-1.569, -0.415, -1.299], [-1.306, 0.838, -0.273], [-0.966, 0.085, 1.003], [0.506, -0.383, 1.108], [-2.636, 1.521, 0.005], [2.553, -1.441, -1.657], [0.932, 1.311, 2.106], [-1.629, -0.834, 1.180], [-0.665, 1.499, -0.699], [-2.348, -0.933, -1.022], [-3.018, 2.077, -0.823], [-0.710, -1.059, -1.258], [-1.708, 0.014, -2.302], [-2.535, 2.243, 0.783], [-3.361, 0.770, 0.439], [2.344, 0.380, 1.812], [3.448, -0.134, -1.640], [-1.388, 0.758, 1.873]],
  "forces_ev_per_angstrom": [[-1.02, 0.46, 2.83], [-2.53, 0.65, 0.90], [-4.66, 2.75, 1.34], [4.38, 5.11, -1.28], [-3.84, -5.02, -0.24], [-0.54, -0.08, 2.95], [3.25, -0.55, -1.95], [-0.44, -1.07, 0.73], [1.52, 1.33, -1.35], [1.00, -1.06, -0.13], [0.92, 1.12, -0.87], [2.51, 1.72, -0.75], [-4.39, -2.52, 1.59], [-0.53, -0.06, -0.80], [0.50, -0.20, -0.28], [0.03, -0.45, 0.10], [0.31, 0.74, 0.78], [0.47, 0.76, -0.91], [1.90, -0.71, -0.27], [-0.58, -1.78, -1.38], [1.74, -1.12, -1.01]],
  "lowdin_charge": [-0.14, -0.01, 0.15, -0.03, -0.35, -0.14, -0.47, -0.10, 0.06, 0.12, 0.15, 0.10, 0.01, 0.07, 0.06, 0.08, 0.06, 0.11, 0.08, 0.06, 0.14],
  "charge": 0,
  "smiles": "CC(C)CC(N)=O.O",
  "largest_force_ha_per_bohr": 0.13320,
  "homo_energy_ev": -9.9,
  "energy_ev": -10980.02662
}

***

# 4
{
  "formula": "C14H19N4O4PPtS3",
  "method": "ωB97M-V with the def2-TZVPD basis set",
  "species": ["Pt", "S", "S", "S", "P", "O", "O", "O", "O", "N", "N", "N", "N", "C", "C", "C", "C", "C", "C", "C", "C", "C", "C", "C", "C", "C", "C", "H", "H", "H", "H", "H", "H", "H", "H", "H", "H", "H", "H", "H", "H", "H", "H", "H", "H", "H"],
  "coordinates": [[0.537, -0.981, -0.933], [0.555, 1.488, -0.905], [-3.128, -0.788, -0.923], [3.112, -1.002, -0.675], [2.454, 0.860, -1.003], [-4.098, -1.718, -1.434], [3.363, 1.746, 0.015], [2.962, 1.378, -2.453], [-2.994, 0.470, -1.614], [-2.268, -3.590, -0.067], [-0.051, -3.000, -0.734], [-4.744, 0.654, 4.613], [-1.632, -1.417, -0.801], [3.187, 3.167, 0.036], [-3.475, 1.123, 2.603], [-4.835, -0.862, 2.725], [4.325, 1.146, -2.825], [-3.073, 0.770, 1.326], [-0.504, -5.246, -0.068], [-4.367, 0.315, 3.310], [0.385, -4.306, -0.515], [-3.563, -0.394, 0.755], [-1.394, -2.738, -0.521], [4.506, 3.797, 0.433], [-1.834, -4.879, 0.163], [4.748, 2.240, -3.783], [-4.432, -1.218, 1.448], [4.410, 4.882, 0.479], [1.425, -4.508, -0.728], [5.780, 2.078, -4.098], [5.279, 3.539, -0.292], [4.675, 3.217, -3.303], [-5.613, 0.253, 4.921], [-4.658, 1.631, 4.837], [-5.533, -1.489, 3.269], [-2.579, -5.569, 0.535], [-4.781, -2.123, 0.969], [4.815, 3.425, 1.411], [-3.116, 2.043, 3.051], [4.398, 0.163, -3.294], [2.867, 3.520, -0.948], [4.104, 2.240, -4.662], [2.401, 3.412, 0.754], [-0.179, -6.264, 0.107], [4.959, 1.144, -1.935], [-2.394, 1.391, 0.756]],
  "forces_ev_per_angstrom": [[-0.66, -0.59, 0.01], [0.41, -0.71, -0.02], [0.24, 0.03, 0.04], [-0.71, 0.46, -0.09], [1.00, 0.59, 0.04], [0.11, 0.00, 0.13], [-0.11, -0.04, -0.14], [-0.17, -0.06, 0.19], [0.24, 0.09, 0.17], [-0.22, 0.44, -0.09], [-0.09, 1.09, -0.15], [0.11, -0.05, 0.04], [-0.07, 0.09, -0.38], [0.03, 0.10, 0.03], [0.01, 0.01, -0.07], [0.00, 0.05, -0.04], [0.13, -0.01, -0.10], [-0.06, -0.01, 0.10], [-0.01, 0.12, -0.03], [0.03, -0.07, -0.04], [0.30, -0.22, 0.07], [-0.05, -0.11, -0.40], [-0.36, -1.08, 0.42], [-0.09, -0.15, -0.03], [0.06, 0.00, 0.04], [-0.13, -0.06, 0.08], [-0.02, -0.01, 0.07], [0.00, 0.01, 0.01], [-0.01, -0.01, 0.04], [0.01, 0.01, -0.02], [0.02, 0.04, 0.01], [0.02, 0.01, -0.02], [-0.06, 0.05, 0.01], [-0.07, 0.02, 0.01], [0.04, -0.03, 0.03], [0.07, -0.06, -0.01], [-0.01, 0.01, 0.03], [0.03, 0.04, 0.00], [0.04, -0.02, 0.02], [-0.02, -0.01, 0.05], [0.00, 0.00, 0.01], [0.02, 0.02, -0.01], [-0.01, -0.02, -0.03], [0.03, 0.00, -0.03], [-0.01, -0.02, 0.00], [-0.02, 0.05, 0.03]],
  "lowdin_charge": [0.74, 0.29, 0.57, 0.24, -0.19, -0.31, -0.37, -0.36, -0.34, 0.08, -0.14, 0.08, -0.22, -0.33, -0.04, -0.04, -0.33, -0.06, -0.15, -0.33, -0.19, -0.28, -0.56, -0.08, -0.19, -0.08, -0.06, 0.07, 0.08, 0.07, 0.07, 0.07, 0.08, 0.08, 0.10, 0.07, 0.11, 0.08, 0.10, 0.11, 0.10, 0.08, 0.11, 0.08, 0.10, 0.10],
  "charge": -1,
  "largest_force_ha_per_bohr": 0.02358,
  "homo_energy_ev": [-1.7, -4.9],
  "energy_ev": -74019.59843,
  "multiplicity": 4,
  "s2": 3.773
}

***

# 5
{
  "formula": "C5H6ClNO",
  "method": "ωB97M-V with the def2-TZVPD basis set",
  "species": ["Cl", "O", "N", "C", "C", "C", "C", "C", "H", "H", "H", "H", "H", "H"],
  "coordinates": [[-3.577, 0.370, 0.013], [-1.111, -2.162, 0.127], [0.403, -0.445, 0.229], [1.558, -1.189, -0.185], [-1.849, 0.392, 0.035], [-0.742, -1.003, 0.156], [0.404, 0.966, 0.168], [-1.041, 1.436, -0.056], [-1.304, 2.402, -0.034], [1.069, 1.479, -0.626], [1.116, -2.096, -0.357], [2.355, -1.020, 0.534], [0.675, 1.558, 1.143], [2.044, -0.689, -1.147]],
  "forces_ev_per_angstrom": [[0.79, -0.25, 0.02], [0.95, 1.13, -0.01], [3.14, 2.17, -0.23], [2.15, 3.83, -1.32], [1.87, -2.01, 0.04], [-7.47, -0.27, -0.38], [0.00, 4.58, 0.30], [1.09, -4.45, 0.65], [-0.80, 3.50, -0.19], [-0.70, -1.47, 0.96], [0.30, -2.95, -0.39], [-0.01, -1.01, 0.35], [0.05, -1.59, -1.29], [-1.38, -1.20, 1.48]],
  "lowdin_charge": [0.65, 0.07, -0.14, 0.00, -0.55, -0.41, -0.17, -0.11, 0.06, 0.15, 0.06, 0.09, 0.16, 0.14],
  "charge": 0,
  "smiles": "CN1CC=C(Cl)C1=O",
  "largest_force_ha_per_bohr": 0.14558,
  "homo_energy_ev": -9.6,
  "energy_ev": -21340.39548
}

***

# 6
{
  "formula": "C6H10N2OS",
  "method": "ωB97M-V with the def2-TZVPD basis set",
  "species": ["S", "O", "N", "N", "C", "C", "C", "C", "C", "C", "H", "H", "H", "H", "H", "H", "H", "H", "H", "H"],
  "coordinates": [[-0.651, -0.445, -0.353], [-1.305, 0.772, 0.216], [3.841, 1.120, -0.771], [3.877, 0.369, -1.866], [1.946, 1.458, -1.995], [2.599, 1.617, -0.728], [-1.963, -1.756, -0.406], [-0.901, -1.866, 0.664], [2.749, 0.527, -2.608], [-3.283, -1.133, 0.027], [-1.953, -2.594, -1.117], [0.936, 1.688, -2.041], [-0.155, -2.626, 0.374], [2.523, 2.377, 0.035], [-4.005, -1.398, -0.798], [-3.050, 0.011, -0.026], [-1.378, -1.903, 1.715], [2.395, -0.064, -3.491], [-3.553, -1.474, 1.089], [4.678, -0.292, -2.075]],
  "forces_ev_per_angstrom": [[-0.21, 0.75, -0.03], [0.63, -0.19, -0.30], [-0.60, -0.88, 0.95], [0.69, -1.21, -1.44], [1.56, -1.52, 2.84], [2.37, 1.84, -1.16], [0.08, -0.44, 0.68], [-1.28, -1.52, 1.14], [-1.34, -0.50, -1.62], [0.31, 0.55, -0.74], [-0.03, 0.86, -0.14], [-1.55, 0.39, -1.07], [-0.22, 0.35, 0.75], [-0.84, -0.14, 0.12], [0.23, 0.30, 1.37], [-1.05, -1.81, 0.55], [1.52, 0.49, -1.58], [1.21, 0.51, 0.87], [0.01, 0.63, -1.72], [-1.51, 1.53, 0.50]],
  "lowdin_charge": [0.95, -0.56, 0.00, -0.06, -0.10, -0.17, -0.49, -0.34, -0.14, -0.12, 0.11, 0.06, 0.08, 0.10, 0.08, 0.08, 0.13, 0.12, 0.10, 0.18],
  "charge": 0,
  "largest_force_ha_per_bohr": 0.06968,
  "homo_energy_ev": -9.3,
  "energy_ev": -22243.58009
}

***

# 7
{
  "formula": "F2Tl",
  "method": "ωB97M-V with the def2-TZVPD basis set",
  "species": ["Tl", "F", "F"],
  "coordinates": [[-0.751, -1.717, -0.423], [3.748, 0.295, -2.332], [-2.997, 1.422, 2.755]],
  "forces_ev_per_angstrom": [[-0.01, 0.01, 0.01], [-0.07, 0.02, 0.06], [0.09, -0.03, -0.07]],
  "lowdin_charge": [0.99, 0.01, 0.00],
  "charge": 1,
  "largest_force_ha_per_bohr": 0.00227,
  "homo_energy_ev": -15.2,
  "energy_ev": -10108.70261
}

***

# 8
{
  "formula": "H4N2S2",
  "method": "ωB97M-V with the def2-TZVPD basis set",
  "species": ["S", "S", "N", "N", "H", "H", "H", "H"],
  "coordinates": [[-1.587, -0.782, -0.577], [1.312, -0.696, 0.558], [2.139, 0.029, -0.626], [-2.228, 0.267, 0.503], [1.891, 1.020, -0.653], [-1.532, 0.863, 0.832], [2.707, -0.418, -1.322], [-2.703, -0.283, 1.284]],
  "forces_ev_per_angstrom": [[0.61, -0.55, -1.01], [-0.43, -0.99, 0.34], [-0.68, 1.55, 0.56], [-2.05, -2.48, 1.47], [0.84, -0.59, -0.86], [1.00, 1.59, 0.85], [-0.06, -0.01, -0.09], [0.77, 1.50, -1.24]],
  "lowdin_charge": [0.45, 0.47, -0.50, -0.49, 0.03, -0.04, 0.03, 0.06],
  "charge": 0,
  "largest_force_ha_per_bohr": 0.06881,
  "homo_energy_ev": [-8.4, -8.0],
  "energy_ev": -24713.28016
}

***

| no. | molecular weight (g/mol) |
| --- | --- |
| 1 | 70.091 |
| 2 | 87.078 |
| 3 | 119.164 |
| 4 | 629.583 |
| 5 | 131.562 |
| 6 | 158.226 |
| 7 | 242.379 |
| 8 | 96.180 |